(1)
Below is an isolated molecule of C4H10OS2 in a non-equilibrium geometry, with properties calculated with ωB97M-V/def2-TZVPD.

```
17
C4H10OS2 | the Open Molecules 2025 dataset | ωB97M-V/def2-TZVPD
C 0.150 0.889 -1.645
C -1.312 1.255 -1.341
O -2.330 0.357 -1.757
C 0.445 -0.570 -1.321
S -0.106 -1.240 0.270
S 0.742 0.526 1.470
C 1.674 -0.621 2.490
H 0.661 1.696 -1.137
H 0.334 0.961 -2.719
H -1.607 2.260 -1.676
H -1.345 1.466 -0.261
H -2.097 -0.456 -1.289
H 0.109 -1.099 -2.210
H 1.544 -0.655 -1.355
H 2.157 -1.465 2.004
H 0.966 -0.990 3.241
H 2.266 -0.109 3.266
```

Values from the calculation:
Charge = 0
Relative energy (zero: lowest compared OMol25 entry of this formula, charge and spin) = 38.5 kcal per mole
2S+1 = 1
Structure (SMILES) = CSSCCCO

Löwdin analysis output, partial charges in e:
1 C -0.2840
2 C -0.3167
3 O -0.0711
4 C -0.6020
5 S 0.6068
6 S 0.5565
7 C -0.5585
8 H 0.0845
9 H 0.1122
10 H 0.1208
11 H 0.0805
12 H 0.0353
13 H 0.0828
14 H 0.0725
15 H 0.0247
16 H 0.0180
17 H 0.0376

---

(2)
Below is an isolated molecule of C4H10OS2 in a non-equilibrium geometry, with properties calculated with ωB97M-V/def2-TZVPD.

```
17
C4H10OS2 | the Open Molecules 2025 dataset | ωB97M-V/def2-TZVPD
C 1.261 0.846 -0.561
C 0.564 0.315 -1.982
O 1.094 0.727 -3.239
C 0.356 1.596 0.294
S -0.801 0.748 1.281
S -1.065 -1.117 0.934
C 0.192 -2.563 1.320
H 1.566 -0.057 -0.035
H 2.142 1.460 -0.919
H 0.716 -0.696 -1.990
H -0.457 0.598 -2.042
H 1.403 1.603 -3.232
H -0.151 2.197 -0.468
H 0.782 2.282 1.017
H 0.072 -3.099 0.261
H 1.121 -2.192 1.358
H -0.328 -3.161 2.093
```

Values from the calculation:
Charge = 0
Relative energy (zero: lowest compared OMol25 entry of this formula, charge and spin) = 65.2 kcal per mole
2S+1 = 1
Structure (SMILES) = CSSCCCO

Löwdin analysis output, partial charges in e:
1 C -0.2201
2 C -0.2019
3 O -0.0575
4 C -0.6364
5 S 0.4616
6 S 0.3570
7 C -0.3245
8 H 0.0776
9 H 0.1299
10 H 0.0708
11 H 0.0991
12 H 0.0490
13 H 0.0795
14 H 0.0675
15 H 0.0681
16 H -0.0462
17 H 0.0264

---

(3)
Below is an isolated molecule of C4H10P2 in a non-equilibrium geometry, with properties calculated with ωB97M-V/def2-TZVPD.

```
16
C4H10P2 | the Open Molecules 2025 dataset | ωB97M-V/def2-TZVPD
C 3.059 0.039 0.463
C -2.123 -0.235 -1.001
C -0.649 -0.510 1.403
C 0.725 0.178 -0.934
P 2.410 -0.662 -0.824
P -0.528 -1.073 -0.497
H 3.946 -0.173 0.971
H 2.498 0.530 1.198
H -2.151 -0.326 -2.039
H -2.196 0.751 -0.573
H -2.943 -0.731 -0.536
H -0.097 -1.257 2.062
H -1.678 -0.445 1.512
H -0.048 0.408 1.383
H 0.694 0.470 -2.030
H 0.808 0.975 -0.187
```

Values from the calculation:
Charge = 0
Relative energy (zero: lowest compared OMol25 entry of this formula, charge and spin) = 5.0 kcal per mole
2S+1 = 1
Structure (SMILES) = C=PCP(C)C

Löwdin analysis output, partial charges in e:
1 C -0.3987
2 C -0.3201
3 C -0.2445
4 C -0.7087
5 P 0.8075
6 P 0.7838
7 H -0.0301
8 H -0.0267
9 H -0.0015
10 H 0.0358
11 H 0.0176
12 H 0.0478
13 H -0.0223
14 H 0.0029
15 H 0.0463
16 H 0.0108

---

(4)
Below is an isolated molecule of C4H10P4 in a non-equilibrium geometry, with properties calculated with ωB97M-V/def2-TZVPD.

```
18
C4H10P4 | the Open Molecules 2025 dataset | ωB97M-V/def2-TZVPD
C -1.632 0.697 1.910
C 0.207 -1.148 -1.834
C -2.495 0.261 0.754
C 1.372 -0.959 -0.908
P 0.197 0.077 1.875
P -0.225 0.280 -2.917
P -0.175 1.570 -1.301
P 1.233 0.679 0.034
H -1.863 1.793 2.041
H -1.879 0.085 2.728
H 0.371 -2.091 -2.489
H -0.689 -1.340 -1.271
H -2.275 -0.787 0.518
H -3.351 0.865 0.434
H 1.378 -1.735 -0.077
H 2.304 -0.827 -1.352
H 0.630 1.124 2.718
H 1.250 0.644 -3.416
```

Values from the calculation:
Charge = 0
Relative energy (zero: lowest compared OMol25 entry of this formula, charge and spin) = 20.0 kcal per mole
2S+1 = 1

Löwdin analysis output, partial charges in e:
1 C -0.5620
2 C -0.6528
3 C -0.0911
4 C -0.5724
5 P 0.6131
6 P 0.4690
7 P 0.2367
8 P 0.3404
9 H 0.0835
10 H 0.0117
11 H 0.0941
12 H 0.0227
13 H 0.0326
14 H 0.0458
15 H 0.0680
16 H 0.0135
17 H -0.1175
18 H -0.0353

---

(5)
Below is an isolated molecule of C4H10S in a non-equilibrium geometry, with properties calculated with ωB97M-V/def2-TZVPD.

```
15
C4H10S | the Open Molecules 2025 dataset | ωB97M-V/def2-TZVPD
C -1.795 -0.927 0.830
C -0.301 -0.721 0.664
C 0.173 0.140 -0.522
C 1.607 0.705 -0.376
S 1.998 1.906 -1.645
H -2.463 -1.244 0.018
H -2.064 -1.546 1.686
H -2.217 0.157 1.018
H 0.067 -1.813 0.448
H 0.245 -0.269 1.586
H -0.494 0.964 -0.604
H 0.266 -0.448 -1.394
H 2.454 -0.129 -0.311
H 1.716 1.152 0.661
H 0.809 2.074 -2.057
```

Values from the calculation:
Charge = 0
Relative energy (zero: lowest compared OMol25 entry of this formula, charge and spin) = 22.2 kcal per mole
2S+1 = 1
Structure (SMILES) = CCCCS

Löwdin analysis output, partial charges in e:
1 C -0.1470
2 C -0.2886
3 C -0.3124
4 C -0.6229
5 S 0.7172
6 H 0.0687
7 H 0.0600
8 H 0.1021
9 H 0.1320
10 H 0.1304
11 H 0.0855
12 H 0.0904
13 H 0.1145
14 H 0.0709
15 H -0.2008

---

(6)
Below is a structure of composition C4H10S in a non-equilibrium geometry, with properties calculated with ωB97M-V/def2-TZVPD.

```
15
C4H10S | the Open Molecules 2025 dataset | ωB97M-V/def2-TZVPD
C -2.565 -0.275 0.152
C 0.590 0.970 0.016
C -0.625 -2.092 0.363
C 2.039 1.303 0.255
S -1.099 -0.469 0.946
H -2.756 -0.672 -0.803
H -3.344 0.402 0.500
H -0.102 1.853 0.235
H 0.535 0.791 -1.093
H -1.475 -2.653 0.389
H -0.127 -1.924 -0.633
H 0.218 -2.413 1.013
H 2.797 0.937 -0.546
H 2.298 0.802 1.212
H 2.244 2.366 0.425
```

Values from the calculation:
Charge = 0
Relative energy (zero: lowest compared OMol25 entry of this formula, charge and spin) = 98.6 kcal per mole
2S+1 = 1

Löwdin analysis output, partial charges in e:
1 C -0.4018
2 C -0.2854
3 C -0.3360
4 C -0.2251
5 S 0.8537
6 H -0.0213
7 H -0.0076
8 H 0.0472
9 H 0.0474
10 H -0.0011
11 H 0.0678
12 H 0.0564
13 H 0.0910
14 H 0.0584
15 H 0.0562

---

(7)
Below is an isolated molecule of C4H10S in a non-equilibrium geometry, with properties calculated with ωB97M-V/def2-TZVPD.

```
15
C4H10S | the Open Molecules 2025 dataset | ωB97M-V/def2-TZVPD
C 1.857 0.522 -1.284
C -0.287 -0.027 0.436
C -1.230 0.957 1.089
C -0.656 -1.467 0.184
H 1.839 -0.516 -1.540
H 2.292 1.146 -2.145
H 2.310 0.731 -0.312
H 0.636 0.014 1.022
H -1.155 1.983 0.801
H -1.303 0.876 2.194
H -2.271 0.612 0.648
H 0.018 -2.048 -0.512
H -0.584 -2.055 1.078
H -1.570 -1.597 -0.385
S 0.104 0.870 -1.275
```

Values from the calculation:
Charge = 0
Relative energy (zero: lowest compared OMol25 entry of this formula, charge and spin) = 20.4 kcal per mole
2S+1 = 1
Structure (SMILES) = CSC(C)C

Löwdin analysis output, partial charges in e:
1 C -0.4563
2 C -0.6172
3 C -0.1739
4 C -0.1462
5 H -0.0001
6 H 0.0594
7 H 0.0325
8 H 0.0897
9 H 0.0321
10 H 0.0797
11 H 0.1117
12 H 0.0854
13 H 0.0663
14 H 0.0706
15 S 0.7662

---

(8)
Below is a cluster of 2 separate species, C4H10S2 in total in a non-equilibrium geometry, with properties calculated with ωB97M-V/def2-TZVPD.

```
16
C4H10S2 | the Open Molecules 2025 dataset | ωB97M-V/def2-TZVPD
C -1.625 -0.244 -1.374
S -1.226 1.529 -1.046
S 0.858 1.563 -1.016
H -0.730 -0.847 -1.302
H -2.368 -0.541 -0.646
H -2.104 -0.262 -2.353
H 1.016 0.466 -1.744
C 1.884 -2.535 2.345
C 0.909 -1.497 1.852
C -0.395 -1.692 1.712
H 1.550 -3.520 2.014
H 1.890 -2.576 3.430
H 2.883 -2.395 1.949
H 1.314 -0.522 1.569
H -1.122 -0.945 1.419
H -0.702 -2.705 1.920
```

Values from the calculation:
Charge = 0
Relative energy (zero: lowest compared OMol25 entry of this formula, charge and spin) = 36.5 kcal per mole
2S+1 = 1
Structure (SMILES) = C=CC.CSS

Löwdin analysis output, partial charges in e:
1 C -0.4570
2 S 0.3372
3 S 0.2790
4 H 0.0101
5 H 0.0130
6 H 0.0242
7 H -0.2095
8 C -0.1126
9 C -0.2411
10 C -0.0195
11 H 0.0696
12 H 0.0719
13 H 0.0642
14 H 0.0753
15 H 0.0412
16 H 0.0539

---

(9)
Below is the ion C4H11BF with charge -1, with properties calculated with ωB97M-V/def2-TZVPD.

```
17
C4H11BF | the Open Molecules 2025 dataset | ωB97M-V/def2-TZVPD
C 2.121 -0.299 0.274
C 0.885 0.038 -0.555
C -0.430 0.061 0.254
C -1.239 -1.210 -0.006
B -1.339 1.405 -0.005
F -0.794 2.524 0.762
H 3.040 -0.302 -0.323
H 2.023 -1.286 0.738
H 2.248 0.424 1.083
H 1.034 1.006 -1.044
H 0.798 -0.698 -1.365
H -0.141 0.055 1.317
H -0.634 -2.128 0.050
H -1.687 -1.174 -1.007
H -2.061 -1.309 0.707
H -2.518 1.203 0.341
H -1.306 1.689 -1.220
```

Values from the calculation:
Charge = -1
2S+1 = 1

Löwdin analysis output, partial charges in e:
1 C -0.1401
2 C -0.2796
3 C -0.3992
4 C -0.1477
5 B -0.6085
6 F -0.1416
7 H 0.0516
8 H 0.0601
9 H 0.0651
10 H 0.0888
11 H 0.0940
12 H 0.1059
13 H 0.0557
14 H 0.0653
15 H 0.0556
16 H 0.0339
17 H 0.0407

---

(10)
Below is an isolated molecule of C4H11BN2 in a non-equilibrium geometry, with properties calculated with ωB97M-V/def2-TZVPD.

```
18
C4H11BN2 | the Open Molecules 2025 dataset | ωB97M-V/def2-TZVPD
B -1.070 0.006 0.027
C -0.222 -1.312 0.133
C 1.216 -0.916 0.436
C 1.669 0.225 -0.481
C 0.904 1.500 -0.092
N -0.467 1.213 -0.233
N -2.912 -0.003 -0.269
H -0.532 -2.034 0.935
H -0.212 -1.936 -0.743
H 1.128 -0.686 1.591
H 1.878 -1.839 0.247
H 2.753 0.301 -0.300
H 1.298 -0.032 -1.523
H 1.255 1.669 0.965
H 0.967 2.390 -0.645
H -1.005 2.139 -0.320
H -3.674 0.377 0.328
H -2.974 -1.063 -0.056
```

Values from the calculation:
Charge = 0
Relative energy (zero: lowest compared OMol25 entry of this formula, charge and spin) = 64.7 kcal per mole
2S+1 = 1
Structure (SMILES) = NB1CCCCN1

Löwdin analysis output, partial charges in e:
1 B -0.3404
2 C -0.1626
3 C -0.2510
4 C -0.1872
5 C -0.2433
6 N 0.0630
7 N -0.0219
8 H 0.1117
9 H 0.0945
10 H 0.1483
11 H 0.1301
12 H 0.1124
13 H 0.1408
14 H 0.1316
15 H 0.1003
16 H 0.1717
17 H -0.0085
18 H 0.0104

---

(11)
Below is an isolated molecule of C4H11BN2O in a non-equilibrium geometry, with properties calculated with ωB97M-V/def2-TZVPD.

```
19
C4H11BN2O | the Open Molecules 2025 dataset | ωB97M-V/def2-TZVPD
B 0.398 0.220 -1.717
C -0.715 -0.054 -0.275
C 1.600 1.350 -1.796
C -0.756 -1.349 2.653
C -0.582 0.052 2.107
N 0.034 -0.315 -2.927
N 0.031 0.040 0.825
O -1.844 -0.517 -0.387
H 1.681 2.059 -2.568
H 2.558 1.032 -1.602
H 1.351 2.126 -1.060
H -1.564 -2.025 2.091
H 0.192 -1.921 2.343
H -1.049 -1.323 3.703
H -1.583 0.403 1.878
H -0.115 0.651 2.887
H -0.934 -0.726 -3.045
H 0.404 -0.207 -3.917
H 0.894 0.504 0.808
```

Values from the calculation:
Charge = 0
Relative energy (zero: lowest compared OMol25 entry of this formula, charge and spin) = 0.0 kcal per mole
2S+1 = 1
Structure (SMILES) = CCNC(=O)B(C)N

Löwdin analysis output, partial charges in e:
1 B -0.2942
2 C -0.3889
3 C -0.0435
4 C -0.1104
5 C -0.2753
6 N 0.1481
7 N 0.0203
8 O 0.0230
9 H 0.0291
10 H 0.0120
11 H 0.0494
12 H 0.1121
13 H 0.0924
14 H 0.0583
15 H 0.1104
16 H 0.1203
17 H 0.1093
18 H 0.1203
19 H 0.1074

---

(12)
Below is an isolated molecule of C4H11BO2 in a non-equilibrium geometry, with properties calculated with ωB97M-V/def2-TZVPD.

```
18
C4H11BO2 | the Open Molecules 2025 dataset | ωB97M-V/def2-TZVPD
B -2.130 -0.211 -0.189
C 0.314 0.887 1.032
C 1.798 -0.550 -0.426
C -0.795 -0.998 -0.302
C 0.452 0.048 -0.365
O -2.662 -0.198 1.063
O -2.467 0.651 -1.185
H -0.731 1.095 1.198
H 0.900 1.824 1.007
H 0.833 0.326 1.775
H 2.026 -1.094 0.394
H 2.479 0.280 -0.626
H 1.859 -1.211 -1.249
H -0.876 -1.460 -1.343
H -0.579 -1.862 0.325
H 0.106 0.788 -1.123
H -3.499 0.303 1.225
H -2.964 1.422 -0.862
```

Values from the calculation:
Charge = 0
Relative energy (zero: lowest compared OMol25 entry of this formula, charge and spin) = 17.7 kcal per mole
2S+1 = 1
Structure (SMILES) = CC(C)CB(O)O

Löwdin analysis output, partial charges in e:
1 B -0.7562
2 C -0.0485
3 C -0.0940
4 C -0.0529
5 C -0.3606
6 O 0.1488
7 O 0.1724
8 H 0.0463
9 H 0.0757
10 H 0.0599
11 H 0.0451
12 H 0.0943
13 H 0.0689
14 H 0.1220
15 H 0.1018
16 H 0.1300
17 H 0.1280
18 H 0.1193

---

(13)
Below is a cluster of 2 separate species, C4H11BS in total in a non-equilibrium geometry, with properties calculated with ωB97M-V/def2-TZVPD.

```
17
C4H11BS | the Open Molecules 2025 dataset | ωB97M-V/def2-TZVPD
B 1.307 -0.013 -0.057
C 2.023 -2.185 0.743
C -2.593 1.058 -0.274
C -0.273 0.070 -0.421
C -1.126 1.165 0.118
S 2.507 1.144 -0.540
H 2.456 -2.058 1.702
H 2.554 -2.325 -0.164
H 1.118 -2.772 0.743
H -2.807 1.402 -1.290
H -3.233 1.527 0.413
H -2.853 -0.044 -0.293
H -0.638 -0.911 -0.120
H -0.233 0.068 -1.647
H -0.673 2.192 -0.126
H -1.148 1.091 1.176
H 3.613 0.591 0.039
```

Values from the calculation:
Charge = 0
Relative energy (zero: lowest compared OMol25 entry of this formula, charge and spin) = 52.8 kcal per mole
2S+1 = 1

Löwdin analysis output, partial charges in e:
1 B -0.5336
2 C 0.0026
3 C -0.1150
4 C -0.2771
5 C -0.3253
6 S 0.7917
7 H -0.0326
8 H -0.0399
9 H -0.0222
10 H 0.0723
11 H 0.0449
12 H 0.0929
13 H 0.0739
14 H 0.1597
15 H 0.1344
16 H 0.0914
17 H -0.1179

---

| no. | electronic energy (eV) |
| --- | --- |
| 1 | -28026.9198 |
| 2 | -28025.7638 |
| 3 | -22885.4984 |
| 4 | -41461.4065 |
| 5 | -15144.4034 |
| 6 | -15141.0907 |
| 7 | -15144.4827 |
| 8 | -25979.4031 |
| 9 | -7722.3006 |
| 10 | -7982.7462 |
| 11 | -10030.5833 |
| 12 | -9099.7817 |
| 13 | -15835.6463 |